[1]
A molecular structure, C26H50Cl2FeN3O5Si in a non-equilibrium geometry, computed with ωB97M-V/def2-TZVPD.

The value obtained for the LUMO energy (spin up / spin down) is 0.5 / -0.6 eV. Its multiplicity is 6. Its HOMO energy (spin up / spin down) is -8.4 / -8.4 eV. As for the expectation value of S²: 8.762. For the relative energy (zero: lowest compared OMol25 entry of this formula, charge and spin), the calculation gives 0.000 eV. The total energy is -109793.291 eV. For the gap between HOMO and LUMO (spin up / spin down), the calculation gives 8.960 / 7.847 eV.

Last column: Löwdin charge in e.
Atoms and positions in Å:
C 2.81404 -2.46686 -2.68946  -0.04
C 2.29718 -1.78238 -3.91367  -0.23
H 2.57747 -3.54172 -2.68889  0.08
H 2.39208 -1.98656 -1.79419  0.06
H 3.91375 -2.39880 -2.62018  0.10
C 2.38872 -2.30776 -5.14793  -0.12
C 2.93941 -3.65643 -5.43742  -0.11
H 2.11365 -1.73375 -6.02788  0.10
H 2.57373 -4.40763 -4.71254  0.07
H 4.04369 -3.68400 -5.42230  0.08
H 2.64796 -3.96427 -6.45301  0.07
Fe 0.60241 0.00965 1.60031  0.57
Cl 2.05692 0.50902 -0.02401  0.13
C -0.52813 2.84616 1.46776  -0.22
O -0.68956 1.60280 1.35987  -0.11
N -1.37808 3.74425 0.93211  -0.17
C -2.72138 3.31689 0.53582  -0.02
C -0.83133 4.93485 0.28933  -0.04
H 0.32534 3.30313 2.00975  0.16
H -3.15506 2.77492 1.39231  0.11
H -2.69538 2.65597 -0.34409  0.07
H -3.29688 4.22600 0.30782  0.09
H 0.03443 5.29430 0.85260  0.09
H -1.61285 5.69185 0.24358  0.09
H -0.50585 4.72903 -0.73953  0.09
H -3.65240 1.88142 5.96923  0.09
H -1.53226 1.54536 7.72982  0.09
C -3.48262 0.80990 5.78647  -0.05
C -1.58721 0.51039 7.35668  -0.06
N -2.09043 0.46794 5.99481  -0.20
H -3.74946 0.56068 4.75710  0.09
C -1.29022 0.25467 4.92114  -0.29
O -1.68750 0.29366 3.75669  -0.02
H -0.58611 0.06728 7.39729  0.09
H -0.23968 0.03258 5.19793  0.11
H -4.10782 0.24941 6.49200  0.09
H -2.26504 -0.05210 8.01305  0.09
H -0.20482 -4.78918 3.26047  0.09
H 0.02283 -3.01140 0.77184  -0.04
C -1.19431 -4.90439 2.78061  -0.07
C -0.82114 -3.71428 0.66373  -0.09
N -1.46539 -3.73739 1.96511  -0.18
H -1.97434 -5.04348 3.54192  0.09
C -1.63787 -2.53436 2.57646  -0.31
O -1.59574 -1.47454 1.94760  -0.07
H -1.48916 -3.36858 -0.12152  0.07
H -1.71501 -2.59026 3.68165  0.15
H -1.18349 -5.77066 2.10541  0.09
H -0.42013 -4.71325 0.46166  0.09
O 0.57872 -0.64835 -2.71243  -0.20
C 1.62817 -0.42810 -3.66408  -0.28
C 0.20062 -0.21121 -5.78734  -0.07
C 1.20071 0.28140 -4.94209  -0.20
H -0.18521 -1.22084 -5.62190  0.12
C -0.26727 0.58610 -6.84431  -0.07
H 2.39597 0.17536 -3.14276  0.14
C 1.83116 1.49579 -5.23941  -0.04
H -1.04788 0.19379 -7.50074  0.11
C 0.21968 1.89442 -6.98732  -0.09
C 1.34703 2.30445 -6.26095  -0.09
H 2.69388 1.79589 -4.65866  0.11
H -0.28886 2.61641 -7.63576  0.10
H 1.80184 3.28492 -6.45619  0.10
Si -0.90852 0.07350 -2.37690  0.41
Cl 1.69760 -2.17460 1.95761  0.04
C -2.14623 -0.66639 -3.59599  -0.16
C -0.72476 1.94347 -2.41654  -0.14
C -1.56288 -0.45104 -0.73519  -0.16
H -2.16854 -0.12616 -4.55259  0.02
H -3.13753 -0.60307 -3.10920  0.03
H -1.93291 -1.73247 -3.78902  0.04
H -1.71168 -1.53268 -0.66233  0.02
H -2.48421 0.05750 -0.41352  0.06
H -0.74207 -0.18165 -0.03431  -0.05
H -0.43665 2.26544 -3.42609  0.03
H 0.06468 2.23535 -1.70928  0.02
H -1.64388 2.48018 -2.14244  0.02
C 3.30545 1.75432 3.15828  -0.06
C 2.43520 0.64477 3.70217  -0.60
C 2.31265 0.66394 5.19381  -0.07
O 1.14121 0.76016 3.19970  -0.33
H 2.87930 2.70618 3.46942  0.08
H 3.33150 1.72474 2.07237  0.02
H 4.31740 1.67359 3.54871  0.08
H 2.83082 -0.33462 3.40573  0.07
H 1.84754 1.60263 5.50650  0.09
H 1.68447 -0.15621 5.54494  0.06
H 3.28655 0.57498 5.67478  0.08

***

[2]
A molecular structure, C26H50ClN3P2ReSi2 in a non-equilibrium geometry, computed with ωB97M-V/def2-TZVPD.

The value obtained for the LUMO energy (spin up / spin down) is 0.3 / -0.7 eV. Its multiplicity is 4. Its HOMO energy (spin up / spin down) is -4.8 / -7.7 eV. As for the expectation value of S²: 3.768. For the relative energy (zero: lowest compared OMol25 entry of this formula, charge and spin), the calculation gives 0.000 eV. The total energy is -81227.893 eV. For the gap between HOMO and LUMO (spin up / spin down), the calculation gives 5.137 / 6.936 eV.

Last column: Löwdin charge in e.
Atoms and positions in Å:
Re 0.11387 -0.37182 -0.00093  1.04
C -0.85078 -1.50151 1.49404  -0.28
C -1.14830 -2.11884 0.22942  -0.40
C 0.13550 -2.51105 -0.34417  -0.22
Si -2.90092 -2.45497 -0.33226  0.54
C 1.16012 -2.17882 0.57451  -0.23
C 0.56332 -1.57296 1.75113  -0.40
Si 1.31635 -1.09490 3.39794  0.54
H -1.59051 -1.29347 2.25066  0.10
H 0.24701 -3.01190 -1.30210  0.11
H 2.22619 -2.37738 0.46800  0.12
Cl 1.17691 1.24538 -1.80707  0.21
C -0.01205 -1.40292 4.70511  -0.16
C 2.90350 -2.03883 3.74154  -0.16
C -3.93628 -2.66779 1.23228  -0.16
C -2.99256 -3.95809 -1.45523  -0.16
H 2.67252 -3.11052 3.85970  0.04
H 3.31774 -1.66768 4.69021  0.04
H 3.64848 -1.92347 2.93951  0.02
H -0.93108 -0.83077 4.50841  0.03
H 0.40430 -1.11471 5.67355  0.03
H -0.29239 -2.47653 4.70763  0.05
H -2.68063 -4.85458 -0.89221  0.04
H -2.35807 -3.86045 -2.34969  0.02
H -4.04220 -4.08993 -1.75653  0.04
H -3.56055 -3.52755 1.82334  0.05
H -4.96890 -2.84759 0.92360  0.03
H -3.89086 -1.78007 1.88353  0.03
C 1.55472 0.76308 3.07190  -0.39
C -3.23906 -0.77980 -1.16426  -0.39
P 1.91790 1.11224 1.29129  0.94
H 2.26335 1.18015 3.80719  0.05
H 0.58076 1.21738 3.29885  0.05
P -1.71546 -0.06391 -1.92797  0.94
H -3.51872 -0.11973 -0.33038  0.05
H -4.12648 -0.85709 -1.81812  0.05
C -2.33923 1.55287 -2.62628  -0.53
C -1.34928 -1.24991 -3.37750  -0.53
C 3.66496 0.37017 1.06471  -0.53
C 2.06333 2.97771 1.26224  -0.53
C 0.73580 3.61195 0.80625  -0.14
H 2.82853 3.18076 0.49156  0.10
C 2.51902 3.63656 2.57165  -0.13
H 1.77342 3.53532 3.36996  0.08
H 2.65495 4.71625 2.41292  0.08
H 3.48021 3.25944 2.94033  0.06
H 0.51578 3.33505 -0.22840  0.01
H 0.79914 4.70982 0.85050  0.08
H -0.11177 3.29642 1.43528  0.06
H 3.47123 -0.69301 1.26378  0.06
C 4.74117 0.86100 2.02551  -0.11
C 4.12473 0.50409 -0.38673  -0.14
H 4.50365 0.69247 3.07828  0.07
H 4.99829 1.91567 1.89035  0.08
H 5.65834 0.30237 1.81757  0.08
H 3.43735 0.00651 -1.06968  0.03
H 5.11231 0.04496 -0.48247  0.08
H 4.20000 1.54651 -0.71311  0.07
H -1.15566 -2.19135 -2.84464  0.06
C -0.06444 -0.84318 -4.10046  -0.14
C -2.48300 -1.47413 -4.37057  -0.11
H -3.39448 -1.86756 -3.91601  0.07
H -2.15006 -2.21482 -5.10400  0.08
H -2.74123 -0.58011 -4.94558  0.07
H 0.78846 -0.83643 -3.42327  0.03
H -0.12622 0.15689 -4.54268  0.07
H 0.12760 -1.56055 -4.90338  0.08
C -2.04960 2.70204 -1.64405  -0.14
C -3.82113 1.58769 -3.02687  -0.13
H -1.73417 1.70770 -3.53784  0.10
H -4.48899 1.50530 -2.16124  0.08
H -4.09776 0.81526 -3.75338  0.06
H -4.05101 2.55243 -3.50103  0.08
H -2.46175 2.50593 -0.64091  0.06
H -2.48915 3.64361 -2.00853  0.08
H -0.97147 2.85529 -1.54446  0.01
C 2.48597 1.86340 -3.45773  -0.28
H 2.99871 0.90763 -3.67893  -0.01
H 1.62544 2.15724 -4.06357  -0.03
H 2.99804 2.61066 -2.84614  -0.03
N -1.13518 0.92962 1.02634  -0.03
C -1.98262 1.16316 1.85747  -0.31
N -2.86365 1.59403 2.67312  0.09
C -3.50983 0.95621 3.64230  -0.40
N -4.16209 0.52704 4.53791  0.08

***

[3]
8 unconnected molecules or ions with the total composition C26H50N2O18 in a non-equilibrium geometry, computed with ωB97M-V/def2-TZVPD.

The value obtained for the LUMO energy is 0.3 eV. Its multiplicity is 1. Its HOMO energy is -9.9 eV. For the relative energy (zero: lowest compared OMol25 entry of this formula, charge and spin), the calculation gives 3.993 eV. As for the SMILES: COC(=O)OC.COC(=O)OC.COC(=O)OC.COC(=O)OC.COC(=O)OC.COC(=O)OC.CCCC#N.CCCC#N. The total energy is -67596.430 eV. For the gap between HOMO and LUMO, the calculation gives 10.279 eV.

Last column: Löwdin charge in e.
Atoms and positions in Å:
C -3.16208 -3.13831 1.38305  -0.02
O -3.89132 -2.55230 2.47748  0.01
C -4.69315 -1.54160 2.21431  -0.49
O -4.76686 -0.88462 0.93011  -0.11
O -5.30035 -1.14002 3.22540  0.06
C -6.38767 -0.17292 3.07991  0.03
H -3.73913 -4.07837 1.25529  0.11
H -2.23648 -3.50594 1.82346  0.08
H -2.97960 -2.51054 0.51875  0.08
H -7.04421 -0.22616 3.93130  0.10
H -7.14104 -0.43847 2.31033  0.09
H -6.00548 0.79343 2.88749  0.08
C -5.83305 1.92815 -0.30618  -0.07
O -7.07399 1.44078 -0.70127  0.03
C -8.03027 1.33561 0.22819  -0.44
O -8.12586 2.25518 1.29404  -0.07
O -8.90801 0.40008 0.05716  0.01
C -9.78057 -0.07572 1.06247  -0.03
H -5.51276 1.47458 0.59978  0.06
H -5.85017 2.89644 -0.19552  0.03
H -5.08529 1.65443 -1.06003  0.08
H -9.77726 -1.13553 1.07216  0.08
H -10.75671 0.25248 0.67606  0.11
H -9.52071 0.34490 2.06316  0.11
C 5.76988 1.62131 -2.33760  -0.02
O 5.36329 2.73567 -3.17482  -0.01
C 4.02888 2.93800 -3.34003  -0.43
O 3.07222 2.10574 -2.75078  -0.07
O 3.83453 3.99843 -4.02483  0.05
C 2.51643 4.54235 -4.10222  -0.01
H 6.85234 1.27827 -2.46240  0.13
H 5.08440 0.75615 -2.59061  0.08
H 5.47807 1.85941 -1.34090  0.08
H 1.71178 3.75200 -4.05656  0.11
H 2.38243 5.06283 -5.06000  0.10
H 2.32412 5.28399 -3.43993  0.06
C 4.41667 -0.93228 0.66193  -0.03
O 5.74387 -0.72403 1.15098  0.05
C 6.60750 -1.67902 0.99848  -0.39
O 6.38948 -2.66117 0.06208  -0.04
O 7.71495 -1.69972 1.85157  0.00
C 8.63732 -2.71526 1.71611  -0.08
H 4.23020 -0.56155 -0.32249  0.06
H 3.65534 -0.60794 1.29720  0.06
H 4.03441 -1.96469 0.58767  0.11
H 9.02189 -3.02394 2.63354  0.08
H 9.51127 -2.47778 1.03106  0.13
H 8.24865 -3.49898 1.22352  0.04
C 2.19963 2.21748 -0.03207  -0.09
O 0.84487 2.16867 0.04284  -0.02
C 0.19858 1.47518 1.01525  -0.36
O 0.95127 0.64172 1.88588  -0.07
O -1.12713 1.53199 0.95076  -0.01
C -1.92024 0.73471 1.81765  -0.02
H 2.77586 2.96486 -0.52179  0.08
H 2.47821 1.23418 -0.46133  0.09
H 2.53202 2.31805 1.01057  0.11
H -1.66521 1.05006 2.86287  0.12
H -1.88805 -0.33173 1.50667  0.10
H -2.93458 1.09636 1.69357  0.08
C 5.59810 -1.77427 -3.40913  -0.04
O 4.47252 -1.71895 -2.49922  -0.04
C 3.26024 -1.34961 -2.91936  -0.43
O 3.08290 -1.12379 -4.32765  -0.09
O 2.42748 -1.14559 -1.95129  0.03
C 1.13990 -0.59795 -2.15177  -0.02
H 5.71122 -2.75108 -3.92689  0.11
H 6.52745 -1.65827 -2.77862  0.10
H 5.62340 -0.92205 -4.10418  0.09
H 1.14140 0.30418 -2.60740  0.05
H 0.82092 -0.44215 -1.13460  0.09
H 0.39883 -1.17824 -2.67038  0.10
C -2.65181 -0.08635 -2.12271  -0.06
C -2.22075 0.96159 -3.26354  -0.20
C -1.57317 2.25765 -2.63866  -0.18
C -2.61186 3.06098 -1.97638  -0.22
N -3.43875 3.70237 -1.44400  0.16
H -3.40994 0.37822 -1.43527  0.06
H -1.80328 -0.30233 -1.53420  0.02
H -2.98630 -1.02409 -2.68803  0.10
H -3.04633 1.31575 -3.79389  0.08
H -1.40423 0.62003 -3.91812  0.10
H -0.96589 2.80162 -3.40486  0.12
H -0.87958 2.01588 -1.78501  0.10
C 1.98725 -2.32199 3.13354  -0.08
C 0.44985 -2.14567 3.26421  -0.27
C -0.05488 -1.55502 4.51433  -0.21
C 0.07419 -2.34005 5.75694  -0.23
N 0.16362 -3.00640 6.66167  0.14
H 2.40933 -2.98417 3.87234  0.07
H 2.45763 -1.30817 3.30280  0.09
H 2.19075 -2.74900 2.18624  0.05
H 0.03373 -3.17293 3.31792  0.12
H 0.18070 -1.55226 2.44449  0.05
H -1.10265 -1.40441 4.48096  0.10
H 0.52486 -0.66831 4.74099  0.12

***

Q: Number 3 is which compound?
A: C26H50N2O18

***

Q: What is the formula in the second record?
A: C26H50ClN3P2ReSi2